(1)
Molecular formula: C24H16F2N4O2S2
Method: DFT, wB97M-V/def2-TZVPD

```
50
Properties=species:S:1:pos:R:3:forces:R:3
C 2.748018 2.924458 -0.325116 0.121 -0.120 2.080
C 1.545538 1.788771 -2.110680 -1.014 -3.486 -2.769
H -2.039549 -5.897958 -1.880990 0.409 0.593 -1.101
H -1.433332 2.610991 7.108467 0.812 -0.119 1.096
H -0.436612 -0.830946 -1.604248 0.673 1.984 0.103
C 0.444071 4.363299 0.486152 1.648 -0.765 -0.432
H -1.843344 2.534836 5.528483 1.234 -0.362 0.225
C 0.375043 3.461072 -0.588719 1.770 -0.513 0.185
O -0.072215 -1.803865 -4.645290 -1.468 0.493 1.412
C -0.611954 -2.816138 -3.830342 -0.041 -0.439 1.789
N 0.504876 1.389597 -2.839586 -0.328 1.302 1.430
C 1.905326 -0.262453 -3.643290 -0.128 2.952 1.663
C -0.179304 0.551849 4.526891 -0.289 0.043 1.134
C -0.057950 -0.024965 2.207729 0.044 -0.780 0.049
C -0.771808 -1.652466 1.021613 1.188 0.722 1.728
O -1.400191 -3.677326 -0.333996 0.568 -0.583 -0.573
H -1.132724 0.346595 6.370583 0.372 -0.862 0.382
N -0.789704 -0.546713 4.289059 -1.416 -0.824 0.973
C -0.876469 -2.829505 -2.389627 1.451 3.127 -1.199
C -1.288313 -5.142227 -3.807437 -1.466 0.346 2.470
C 1.516289 2.681901 -0.964868 0.701 1.417 -0.221
H 3.749671 2.392615 -0.401138 -1.733 0.419 -0.766
C 0.666352 0.303738 -3.654698 1.490 -0.363 1.247
C 2.744728 3.763524 0.797695 0.918 1.998 1.820
N 0.104814 -0.488715 1.019189 -1.673 -1.335 -0.869
S 2.967515 0.738868 -2.534706 -1.770 -0.789 -0.987
F 0.800334 1.000767 6.710756 0.554 -0.827 0.127
C -0.800813 -4.043075 -4.403142 2.190 1.076 -5.000
C -0.471962 -0.429876 -4.321613 0.029 0.672 -0.465
C -0.713109 -1.796543 -1.387421 -0.536 -2.814 0.697
H -0.204091 3.156248 5.822451 -0.383 -0.275 0.742
F -1.699109 -6.174595 -4.530927 0.265 -0.719 -0.264
H -1.377972 -0.320078 -3.725302 0.063 -0.644 0.322
H 1.611694 5.268265 2.143563 0.510 -0.991 -1.226
C -1.249448 -3.947936 -1.700922 -0.760 0.197 -0.938
S 0.568370 1.315095 3.132261 -0.180 -0.269 0.155
C -1.282467 -1.898895 2.266261 -1.161 -1.151 -0.374
C -0.920373 2.393151 6.192396 -1.757 1.188 -3.159
C -0.953355 -2.383606 -0.160288 0.034 1.017 -4.383
H -0.526292 3.376972 -1.181289 -0.012 -0.128 0.126
N -0.829402 -0.864476 2.995525 1.515 2.407 0.908
H 3.728052 3.890223 1.368679 -1.449 -0.282 -0.898
C 1.649291 4.575565 1.253045 -1.239 -1.516 -1.575
H 2.004590 -1.092680 -4.280073 1.433 -1.022 -0.255
H -0.745350 0.124696 -5.236049 0.302 -0.722 -0.142
H -2.041698 -2.641451 2.621938 1.163 0.907 -0.353
H -0.478459 4.867738 0.591584 -0.593 0.891 0.839
H -0.448649 -4.207651 -5.489401 -0.839 0.604 1.600
C -1.588993 -5.053601 -2.473454 -0.939 -3.021 3.208
C -0.369556 1.006910 5.990290 -0.285 1.369 -0.557
```
Forces are in eV/Å.

SMILES string: C[C@H](F)c1nn2cc(-c3cc4c(OCc5csc(-c6ccccc6)n5)cc(F)cc4o3)nc2s1
LUMO energy, eV: -0.3
Relative energy (zero: lowest compared OMol25 entry of this formula, charge and spin), eV: 2.7654
Kohn-Sham gap, eV: 7.39

Taken from the Löwdin analysis, the atomic charges in e are: atom 1 (C): -0.077, atom 2 (C): -0.471, atom 3 (H): 0.148, atom 4 (H): 0.071, atom 5 (H): 0.074, atom 6 (C): -0.088, atom 7 (H): 0.109, atom 8 (C): -0.020, atom 9 (O): -0.058, atom 10 (C): -0.147, atom 11 (N): 0.073, atom 12 (C): -0.260, atom 13 (C): -0.499, atom 14 (C): -0.596, atom 15 (C): -0.190, atom 16 (O): 0.108, atom 17 (H): 0.131, atom 18 (N): 0.100, atom 19 (C): -0.065, atom 20 (C): -0.322, atom 21 (C): -0.227, atom 22 (H): 0.119, atom 23 (C): -0.395, atom 24 (C): -0.113, atom 25 (N): 0.159, atom 26 (S): 0.991, atom 27 (F): -0.003, atom 28 (C): 0.022, atom 29 (C): -0.108, atom 30 (C): 0.083, atom 31 (H): 0.092, atom 32 (F): 0.092, atom 33 (H): 0.129, atom 34 (H): 0.114, atom 35 (C): -0.184, atom 36 (S): 1.103, atom 37 (C): 0.025, atom 38 (C): -0.051, atom 39 (C): -0.194, atom 40 (H): 0.108, atom 41 (N): -0.120, atom 42 (H): 0.119, atom 43 (C): -0.065, atom 44 (H): 0.066, atom 45 (H): 0.133, atom 46 (H): 0.157, atom 47 (H): 0.080, atom 48 (H): 0.169, atom 49 (C): 0.062, atom 50 (C): -0.379

(2)
Molecular formula: C24H17BeF9N4O2Sb
Method: DFT, wB97M-V/def2-TZVPD

```
58
Properties=species:S:1:pos:R:3:forces:R:3
C -3.098202 3.438746 -0.712554 -0.200 -0.153 0.008
F -0.842920 -0.860794 -0.942682 0.157 0.052 -0.054
H 1.121573 0.448897 -6.349579 0.000 0.028 0.006
N 0.268382 0.859963 -2.673187 -0.102 0.237 -0.121
H -1.163844 4.307612 -0.498122 -0.011 -0.010 0.015
H 0.391259 4.216288 1.300639 0.014 -0.003 -0.008
F 3.678223 -2.218928 -0.949884 0.139 0.024 0.076
H 1.132647 -1.540755 2.552419 0.012 0.001 -0.026
H -3.532294 4.311044 -1.178732 0.000 -0.035 0.000
N -2.005642 1.202289 0.514084 -0.026 -0.040 0.211
F -0.598559 -4.902114 6.858963 -0.036 -0.019 0.029
N 0.878414 1.074965 0.233968 0.406 -0.343 -0.241
H -0.346919 1.994259 -6.907508 -0.023 0.001 -0.013
H -1.852772 1.747233 -5.984962 -0.018 -0.001 0.005
C 1.649943 -0.158831 -4.370498 -0.150 0.095 -0.183
C 0.823156 -2.907054 4.172802 0.061 0.038 -0.092
F 1.373541 -4.017035 6.797940 0.052 0.017 0.046
F 1.325542 -2.108036 -0.000496 -0.328 0.005 0.137
H -0.859911 3.169068 -5.667938 0.013 0.027 -0.002
C -0.443639 1.592134 -3.599277 -0.047 -0.102 0.197
C -3.842901 2.222451 -0.605067 0.021 0.282 -0.100
C -1.186187 2.319949 0.246651 -0.108 -0.123 0.027
H -4.841712 2.141398 -1.008542 0.004 0.025 0.000
C -1.789263 3.444866 -0.307185 0.147 0.004 0.005
H -2.863777 -1.786706 4.050156 0.011 -0.003 0.016
C -1.319368 -0.536522 2.257266 0.151 -0.458 0.477
F 0.855051 -5.584642 5.409704 0.014 -0.037 0.003
C 0.374058 -4.491687 6.030883 -0.066 0.051 -0.117
C -1.830372 -2.103944 4.089430 -0.055 -0.039 0.044
C -0.831407 2.119083 -5.943025 0.092 -0.106 0.045
H 2.431685 -0.856558 -4.618690 -0.008 0.014 0.016
C 0.231718 2.226254 0.516371 -0.206 0.177 0.012
H 2.627046 -0.020585 0.365546 -0.013 0.011 -0.045
Be 0.310847 -0.010730 -0.999003 -0.395 0.340 0.009
C 2.895586 1.945962 1.175242 -0.024 -0.073 -0.018
O -1.329666 2.368206 -3.328669 0.016 -0.009 -0.023
C -1.637709 0.277641 1.439002 -0.161 0.367 -0.430
C 0.423472 -1.955036 3.254347 0.047 -0.050 0.007
C -0.102814 -3.460904 5.046567 0.035 -0.013 0.072
H 2.794782 3.994482 1.840236 -0.001 -0.018 -0.002
H -2.146183 -3.505061 5.682621 -0.009 0.011 0.004
C 0.933155 0.538124 -5.287918 -0.057 -0.002 -0.090
Sb 1.994079 -2.605248 -1.690960 0.712 0.211 -0.149
F 1.977844 -4.409567 -1.255103 0.116 -0.212 0.032
C -0.909055 -1.540784 3.210287 -0.085 0.302 -0.267
C 2.173430 0.937080 0.585575 -0.094 0.046 0.065
C -1.428827 -3.065783 5.004192 -0.061 0.032 -0.038
F 2.902939 -2.763015 -3.333537 0.053 0.014 -0.164
H 3.928507 1.781207 1.443891 -0.008 0.021 -0.002
F 0.418818 -2.756495 -2.675974 -0.409 0.051 0.068
O 1.786124 -0.534390 -1.965970 -0.876 -0.013 -0.589
H -3.795044 0.198021 0.117034 0.010 -0.009 -0.015
N -0.068926 1.375120 -4.939557 0.020 0.102 -0.090
C 1.222275 0.061684 -3.056594 0.976 -0.724 0.978
C 0.928475 3.305889 1.075329 0.029 0.001 0.057
C 2.257927 3.167155 1.393476 -0.004 0.101 0.040
H 1.855605 -3.232291 4.200712 -0.015 0.014 0.006
C -3.298186 1.146429 -0.014120 0.291 -0.107 0.165
```
Forces are in eV/Å.

LUMO energy (alpha / beta), eV: -0.2 / -0.8
Relative energy (zero: lowest compared OMol25 entry of this formula, charge and spin), eV: 0.0000
Spin multiplicity: 2
Kohn-Sham gap (alpha / beta), eV: 6.06 / 7.88

Taken from the Löwdin analysis, the atomic charges in e are: atom 1 (C): -0.066, atom 2 (F): -0.221, atom 3 (H): 0.139, atom 4 (N): 0.233, atom 5 (H): 0.122, atom 6 (H): 0.120, atom 7 (F): -0.340, atom 8 (H): 0.105, atom 9 (H): 0.103, atom 10 (N): -0.006, atom 11 (F): 0.135, atom 12 (N): 0.095, atom 13 (H): 0.091, atom 14 (H): 0.104, atom 15 (C): 0.036, atom 16 (C): 0.002, atom 17 (F): 0.139, atom 18 (F): -0.317, atom 19 (H): 0.097, atom 20 (C): -0.439, atom 21 (C): -0.060, atom 22 (C): -0.139, atom 23 (H): 0.107, atom 24 (C): -0.034, atom 25 (H): 0.118, atom 26 (C): 0.082, atom 27 (F): 0.143, atom 28 (C): -0.588, atom 29 (C): -0.014, atom 30 (C): 0.001, atom 31 (H): 0.115, atom 32 (C): -0.183, atom 33 (H): 0.105, atom 34 (Be): 0.129, atom 35 (C): -0.038, atom 36 (O): 0.100, atom 37 (C): -0.023, atom 38 (C): -0.006, atom 39 (C): -0.124, atom 40 (H): 0.114, atom 41 (H): 0.119, atom 42 (C): -0.010, atom 43 (Sb): 1.451, atom 44 (F): -0.323, atom 45 (C): -0.210, atom 46 (C): -0.071, atom 47 (C): -0.004, atom 48 (F): -0.338, atom 49 (H): 0.112, atom 50 (F): -0.307, atom 51 (O): -0.170, atom 52 (H): 0.135, atom 53 (N): -0.028, atom 54 (C): -0.353, atom 55 (C): 0.002, atom 56 (C): -0.043, atom 57 (H): 0.129, atom 58 (C): -0.027